1.
DFT (ωB97M-V/def2-TZVPD) results for an isolated ion of composition C20H12F3N4O8S and charge -1 in a non-equilibrium geometry.

The geometry in XYZ format:
```
48
Properties=species:S:1:pos:R:3:mulliken_charge:R:1
F 5.33381 1.36348 1.17942 -0.274
C 4.98204 0.23817 1.87886 0.937
F 5.61724 -0.82414 1.30873 -0.277
F 5.46804 0.38234 3.15469 -0.246
C 3.48087 0.05660 1.90038 0.311
C 2.88314 -1.20278 1.88487 -1.189
C 1.49855 -1.33136 2.06374 -0.254
C 0.67819 -0.20387 2.28727 -0.092
C -0.74425 -0.47572 2.61154 0.551
S -1.76802 0.98391 2.48428 1.625
C -3.44737 0.45403 2.19978 -0.199
C -3.97189 0.22548 0.91446 -0.226
C -5.24386 -0.34596 0.80678 -0.525
C -5.94997 -0.69071 1.97152 -0.353
C -5.41104 -0.42473 3.24126 -0.652
C -4.19792 0.24722 3.34414 -0.306
O -1.65487 1.68754 3.76015 -0.703
O -1.53860 1.59048 1.21694 -0.763
C 1.27711 1.07123 2.22642 -0.251
C 2.66153 1.17500 2.04119 -1.225
H 3.48644 -2.09819 1.82044 0.397
H 1.03553 -2.32904 2.07638 0.429
H -1.18082 -1.21678 1.90662 0.723
H -3.37683 0.43765 0.02327 0.429
H -5.65829 -0.56679 -0.18616 0.352
H -6.90480 -1.21084 1.90730 0.350
H -5.89097 -0.75042 4.16553 0.392
H -3.78145 0.56719 4.30254 0.432
H 0.69779 1.99854 2.36663 0.346
H 3.08473 2.17329 2.08482 0.352
O -2.92654 -1.11222 9.12514 -0.606
N -3.30075 -1.60344 8.04226 0.910
O -4.42544 -2.15044 7.91739 -0.647
C -2.46912 -1.55932 6.79747 -0.870
C -2.95283 -2.06240 5.58787 -0.289
C -2.23272 -1.92376 4.38182 -1.238
N -2.81241 -2.63864 3.27654 1.322
O -3.94750 -3.14356 3.47195 -0.757
O -2.19494 -2.83094 2.19814 -0.772
C -0.88162 -1.41956 4.18117 1.988
C -0.47417 -0.86788 5.45455 -1.020
N 0.86243 -0.64633 5.82768 0.772
O 1.92658 -0.54733 5.22228 -0.708
O 0.86309 -0.48666 7.24970 -0.252
N -0.37811 -0.69782 7.79163 -0.531
C -1.17074 -0.94706 6.69549 0.605
H -3.89943 -2.60551 5.60906 0.593
H -0.13178 -2.26370 3.70252 0.414
```

The structure (SMILES) is O=[N+]([O-])C1=CC(=[N+]([O-])[O-])[C@@H]([C@H](c2ccc(C(F)(F)F)cc2)S(=O)(=O)c2ccccc2)c2c1no[n+]2[O-]. The gap between HOMO and LUMO comes out at 6.962 eV. Its net charge is -1. The value obtained for the HOMO energy is -5.04 eV. The max |F| is 0.087 Eh/bohr. Its spin multiplicity is 1. The LUMO energy is 1.93 eV. As for the total energy: -2287.78855 Eh.

2.
DFT (ωB97M-V/def2-TZVPD) results for C20H13AgClIN4O as an isolated structure.

The geometry in XYZ format:
```
41
Properties=species:S:1:pos:R:3:mulliken_charge:R:1
Ag -0.92084 -0.49676 -0.77547 0.180
Cl -3.07877 4.39044 3.95184 -0.279
C -2.99614 3.13499 2.74080 0.340
C -4.10859 2.40217 2.45049 -0.455
C -4.07921 1.38530 1.48433 -0.305
I -5.82000 0.31800 1.11739 0.051
C -2.93345 1.05709 0.75723 0.897
O -2.90760 0.13819 -0.12981 -0.748
C -1.75086 1.85324 1.09169 0.009
N -0.60727 1.56184 0.41936 -0.474
C 0.48707 2.23719 0.66155 -0.350
C 0.54812 3.27734 1.60617 -0.762
C -0.58225 3.58940 2.30345 -0.698
C -1.77988 2.87876 2.06454 0.571
H -5.03174 2.60811 2.97536 0.387
H 1.36854 1.95996 0.09156 0.455
H 1.47487 3.81055 1.76664 0.392
H -0.58197 4.37822 3.04316 0.394
C 2.70727 0.26239 -4.91571 -0.439
C 3.49174 -0.53741 -4.08904 -0.577
C 2.95367 -1.10200 -2.94716 -0.222
C 1.61937 -0.85516 -2.64378 0.601
C 0.82718 -0.06776 -3.46184 -0.258
C 1.37845 0.49817 -4.60354 -0.706
N 0.97495 -1.39701 -1.47241 0.074
N 1.71552 -2.05541 -0.73631 -0.308
C 1.08284 -2.62474 0.43568 0.359
C 1.79546 -3.64183 1.04653 -0.404
C 1.22762 -4.23672 2.16392 -0.356
C 0.00289 -3.77655 2.61818 -0.641
C -0.61562 -2.73389 1.93888 -0.469
N -0.08112 -2.16963 0.86174 0.109
H 3.13798 0.69880 -5.80729 0.379
H 4.52846 -0.72082 -4.33814 0.358
H 3.54853 -1.72130 -2.29252 0.430
H -0.21206 0.10061 -3.20218 0.433
H 0.76582 1.11744 -5.24438 0.370
H 2.75242 -3.94437 0.64733 0.420
H 1.73846 -5.04478 2.67022 0.390
H -0.47222 -4.20297 3.49031 0.378
H -1.56763 -2.32909 2.26125 0.471
```

The gap between HOMO and LUMO comes out at 5.434 eV. The calculation puts the energy relative to the best compared isomer or geometry (same formula, charge and spin) at 3.8 kcal per mole. The value obtained for the HOMO energy is -6.81 eV. The max |F| is 0.013 Eh/bohr. Its spin multiplicity is 1. The LUMO energy is -1.38 eV. As for the total energy: -1969.04855 Eh.